(1)
ORCA calculation (wB97M-V/def2-TZVPD) on one molecule with the formula C3H5N3S2.

Atoms and positions in Å:
N 2.605916 -1.457565 -0.030512
N 1.563525 -0.548500 -0.372748
C 1.789818 0.734399 0.030679
N 0.948093 1.644794 0.193791
S -0.664734 1.515073 -0.098591
C -1.006757 -0.127232 0.014059
S -2.538890 -0.892132 -0.005676
C 0.191187 -1.043001 0.266690
H 3.188139 -1.553298 -0.826071
H 3.327929 -1.314502 0.675764
H 2.929451 1.124364 0.395904
H -0.363433 -1.936029 -0.260978
H 0.507678 -1.143697 1.281376

Cartesian forces (eV/Å) of the 2 atoms listed first:
0.1 -1.1 -0.7
-0.9 -0.9 1.6

Summary:
LUMO, eV: -0.61
Largest force on an atom, eV/Å: 4.188
Relative energy (zero: lowest compared OMol25 entry of this formula, charge and spin), kcal/mol: 77.1
SMILES: NN1C=NSC(=S)C1
Highest occupied orbital energy, eV: -8.71

Results of the Löwdin charge analysis, in e, for atoms 1 through 4:
1 N 0.024
2 N -0.154
3 C -0.347
4 N -0.321

(2)
ORCA calculation (wB97M-V/def2-TZVPD) on C15H33Br5CaCl4LiN3O6 as an isolated structure.

Atoms and positions in Å:
N -0.078711 2.660211 2.062780
C -0.104559 2.613172 0.537661
C 1.298122 2.759621 -0.156595
O 1.610858 1.748655 -1.045347
C 2.202957 0.580784 -0.440584
C 1.368079 -0.633943 -0.800578
C 2.060679 -1.982401 -0.485428
C 3.159624 -1.918274 0.569525
Br 3.311962 -3.611039 1.510726
H 0.084064 1.743094 2.466740
H 0.695500 3.223358 2.340672
H -0.772296 3.452958 0.205265
H -0.569851 1.696646 0.195532
H 2.145347 2.913776 0.564890
H 1.225779 3.696680 -0.766723
H 2.304360 0.707866 0.636110
H 3.220942 0.503741 -0.848857
H 0.425368 -0.581741 -0.261394
H 1.195359 -0.592120 -1.872847
H 2.435084 -2.449125 -1.393606
H 1.296237 -2.656251 -0.111216
H 2.931467 -1.204773 1.351021
H 4.137661 -1.748198 0.132750
C 0.286120 -4.201246 -2.882337
Cl -0.465072 -3.784505 -1.349504
Cl 0.104898 -2.896607 -4.038220
Cl 2.009716 -4.599960 -2.660089
H -0.208207 -5.074152 -3.293984
Ca 1.502752 4.567632 1.366975
C -2.793787 -1.371171 -0.835230
O -2.954666 -2.129041 0.152414
O -3.709248 -1.243434 -1.761880
O -1.788872 -0.599143 -0.973870
C -2.774823 0.704731 4.231093
O -3.341492 1.996542 4.118435
C -3.377540 2.475083 2.779802
C -4.756332 2.375561 2.185923
O -5.141938 1.014665 2.001468
C -6.061613 0.545250 2.973953
H -2.933214 0.364707 5.253002
H -3.240616 -0.005819 3.544286
H -1.696075 0.736143 4.035770
H -2.661394 1.937481 2.154303
H -3.082192 3.527902 2.801581
H -4.741855 2.848767 1.200212
H -5.489304 2.898578 2.806222
H -7.042539 1.011220 2.834627
H -5.704468 0.744823 3.986107
H -6.163045 -0.531077 2.842570
N 4.813569 1.468170 -3.004857
H 5.466951 1.764925 -2.276027
H 5.086777 1.878258 -3.901018
H 4.817541 0.446183 -3.076553
H 3.864871 1.788248 -2.754430
Br -2.126405 2.829466 -1.299520
C -3.114383 -8.104734 -5.276086
Br -2.528557 -7.053159 -6.772429
Br -2.419987 -9.900682 -5.378864
Br -2.746895 -7.319982 -3.559876
H -4.187907 -8.176108 -5.352401
Li -4.833742 -0.538849 -0.321380
C 6.990893 3.890912 1.470497
C 5.907984 3.990348 2.430398
N 5.048817 4.077631 3.189933
H 7.819040 4.525365 1.779529
H 7.336440 2.860399 1.409505
H 6.640293 4.215570 0.490875
Cl -1.194527 -4.877590 -5.661417

Cartesian forces (eV/Å) of the 2 atoms listed first:
-0.2 -0.6 -1.4
1.0 1.0 2.0

Summary:
LUMO, eV: -3.75
Largest force on an atom, eV/Å: 2.884
Highest occupied orbital energy, eV: -5.30

Results of the Löwdin charge analysis, in e, for atoms 1 through 4:
1 N -0.020
2 C -0.438
3 C -0.419
4 O -0.148

(3)
ORCA calculation (wB97M-V/def2-TZVPD) on a 2-piece molecular cluster, C5H13NO2 overall.

Atoms and positions in Å:
C 2.097620 1.553549 -1.238418
C 1.287210 0.296170 -1.269991
N 0.421537 0.217819 -0.144716
C 0.509163 0.941838 1.284881
C -0.580305 -0.719558 -0.052539
C -0.749404 -1.743339 -1.107944
O -1.397619 -0.622729 0.881932
H 1.655060 2.340818 -0.715738
H 3.071305 1.267413 -0.740322
H 2.363009 1.914227 -2.235563
H 1.997866 -0.602881 -1.169492
H 0.816448 0.076444 -2.310434
H 1.589745 1.186827 1.528199
H 0.229629 0.291789 2.110184
H -0.113640 1.852507 1.200827
H -0.722099 -1.303073 -2.127807
H -0.052925 -2.610385 -1.236271
H -1.738347 -2.265830 -0.852527
O -3.745570 -0.866580 3.050396
H -4.008633 -0.042658 2.717042
H -2.930050 -1.162368 2.428302

Cartesian forces (eV/Å) of the 2 atoms listed first:
2.7 -1.1 -0.7
1.4 -2.4 -1.2

Summary:
LUMO, eV: 0.64
Largest force on an atom, eV/Å: 4.686
Relative energy (zero: lowest compared OMol25 entry of this formula, charge and spin), kcal/mol: 50.1
SMILES: CCN(C)C(C)=O.O
Highest occupied orbital energy, eV: -9.25

Results of the Löwdin charge analysis, in e, for atoms 1 through 4:
1 C -0.097
2 C -0.278
3 N -0.077
4 C 0.019

| no. | frontier orbital gap (eV) |
| --- | --- |
| 1 | 8.11 |
| 2 | 1.55 |
| 3 | 9.89 |